The following is a DFT calculation (wB97M-V/def2-TZVPD) of C46H40EuN11 as an isolated structure.

XYZ file:
```
98
Properties=species:S:1:pos:R:3:forces:R:3:mulliken_spin:R:1
Eu 0.10554 -0.36586 -0.29962 -0.1026 -0.3184 0.0885 4.008
C -1.43726 -1.52126 -3.49392 -0.1297 0.2412 -0.2445 0.003
C -2.37626 -0.31536 -3.34612 0.2502 -0.0423 0.0330 0.000
C -1.63776 0.99404 -3.25002 -0.2767 -0.1686 -0.1093 0.002
C -1.87756 1.99324 -4.19002 0.1399 0.0458 0.1394 0.001
C -1.22456 3.20884 -4.08422 0.1094 -0.2275 0.2147 0.000
C -0.32936 3.38194 -3.03972 -0.0236 -0.0755 0.1047 -0.001
C -0.12806 2.33354 -2.15972 -0.0795 0.1648 0.0027 0.003
N -0.76766 1.15634 -2.24192 0.1570 0.2560 0.1367 0.011
N -0.84696 -2.07116 -2.25522 0.0414 -0.0400 0.2398 -0.005
C -1.85866 -2.83066 -1.49352 -0.0857 -0.0976 0.1262 0.004
C -2.87936 -1.97846 -0.78582 -0.2435 -0.2582 -0.0242 -0.004
C -4.22466 -2.33866 -0.81422 0.2159 0.1393 0.0400 0.000
C -5.14366 -1.58066 -0.10692 0.2347 0.0657 0.0523 0.001
C -4.67716 -0.49296 0.61528 0.0385 -0.1036 -0.0447 -0.001
C -3.32436 -0.20336 0.58538 -0.1303 0.1561 0.1533 0.003
N -2.42896 -0.91506 -0.10402 -0.0724 -0.2580 -0.1013 0.004
C 0.18344 -3.03866 -2.67112 0.2224 -0.0755 -0.0808 -0.001
C 1.13574 -3.45776 -1.57782 -0.1192 -0.1301 -0.1356 0.005
C 1.97354 -4.54656 -1.81312 -0.0596 0.1959 0.1364 0.002
C 2.91634 -4.89436 -0.86272 -0.2027 0.2169 -0.0151 0.001
C 2.95244 -4.16486 0.31728 -0.1059 0.0380 -0.1244 -0.001
C 2.06414 -3.12046 0.48168 0.2001 -0.1251 0.2959 -0.010
N 1.17874 -2.74036 -0.44952 -0.0859 -0.0253 -0.2040 0.002
H -0.61246 -1.20996 -4.14082 0.0075 -0.1026 0.0291 0.000
H -1.98306 -2.31906 -4.01802 0.0976 -0.0164 0.0607 0.000
H -3.03136 -0.42656 -2.48142 -0.0517 0.0744 -0.1998 -0.001
H -3.00696 -0.29046 -4.23762 0.0032 0.0069 0.1304 0.000
H -2.57416 1.82484 -4.99572 -0.0988 -0.1042 -0.0313 0.000
H -1.40466 3.99894 -4.79582 -0.0279 0.0789 -0.0806 0.000
H 0.20454 4.30994 -2.91302 0.0825 0.0709 0.0636 0.000
H 0.56544 2.44604 -1.32732 -0.0193 0.0153 -0.1426 0.001
H -1.33466 -3.42656 -0.73142 -0.0704 0.1006 -0.1632 -0.001
H -2.38276 -3.53786 -2.15422 0.1246 0.0598 0.0536 0.000
H -4.54786 -3.19116 -1.39332 0.0494 -0.0707 -0.0260 0.000
H -6.19296 -1.83456 -0.11492 -0.0689 -0.0185 -0.0017 0.000
H -5.34796 0.11414 1.19988 -0.0443 0.1215 0.0527 0.000
H -2.93666 0.63574 1.14438 0.0156 0.0571 0.0331 0.000
H 0.78884 -2.58346 -3.46352 -0.2147 -0.0657 0.1172 -0.001
H -0.28196 -3.94376 -3.09662 0.0336 0.1798 0.0105 0.000
H 1.88894 -5.09276 -2.74042 -0.0186 -0.0509 -0.0866 0.000
H 3.59874 -5.71176 -1.03232 0.0527 -0.1111 -0.0137 0.000
H 3.65504 -4.40186 1.09708 0.0745 -0.0140 0.1487 0.000
H 2.06054 -2.56886 1.41028 0.0325 0.0579 -0.0508 0.007
C 2.58164 -0.36826 -5.62762 0.0412 -0.0645 -0.0074 -0.002
C 2.30544 0.88784 -5.11622 -0.0051 0.0730 -0.0714 0.007
C 2.22934 1.09664 -3.75102 -0.0448 -0.1008 0.2582 0.012
C 2.41394 0.03354 -2.86932 0.0708 -0.0545 -0.6011 -0.080
C 2.78944 -1.20616 -3.38762 -0.0770 0.1669 0.2885 0.009
C 2.85584 -1.40816 -4.75502 0.0541 0.0281 -0.0299 0.008
N 2.21384 0.17304 -1.47362 -0.3709 -0.0431 0.4042 0.355
C 3.27984 0.40164 -0.71562 0.9000 0.1853 0.5961 0.246
C 4.58134 0.66124 -1.24052 -0.1132 0.0531 -0.1107 0.077
C 5.64844 0.86644 -0.42332 0.2967 0.0583 0.1441 0.039
C 5.51334 0.82024 0.98498 0.4954 0.2165 -0.8902 0.186
C 4.29984 0.57494 1.54498 -1.7449 -0.3277 -0.0538 0.031
C 3.15344 0.34814 0.73138 2.4241 0.4138 0.0185 0.162
N 1.96834 -0.06286 1.20228 -2.7706 -0.6078 -0.5295 0.143
N 1.88304 -0.30966 2.49268 0.6402 0.1971 0.7262 0.532
C 0.79594 -1.00016 2.92058 0.0876 -0.1361 -0.0199 -0.092
C 0.84274 -1.40856 4.26968 -0.1556 -0.0273 -0.0202 0.109
C -0.13546 -2.23706 4.76058 -0.0726 0.1294 -0.1890 -0.028
C -1.16206 -2.63066 3.89958 0.0298 0.0203 -0.0050 0.115
C -1.16266 -2.15786 2.60178 -0.2654 -0.1091 -0.1047 -0.007
N -0.22556 -1.35336 2.09028 0.5276 0.2509 -0.0627 0.116
H 2.61854 -0.52806 -6.69302 0.0395 -0.0004 -0.1226 0.000
H 2.16314 1.72084 -5.78512 -0.0433 0.1260 -0.1125 0.000
H 2.04694 2.08754 -3.36442 -0.0029 0.0100 0.0003 -0.004
H 3.03164 -2.00326 -2.69842 0.0143 -0.0886 0.0433 -0.003
H 3.13984 -2.37616 -5.13622 0.0399 -0.1414 -0.0710 0.001
H 4.69414 0.70284 -2.31372 0.0828 0.0210 -0.0374 -0.010
H 6.61724 1.07664 -0.85012 0.0667 -0.0134 -0.0512 0.005
H 6.38354 0.98174 1.60028 0.0738 0.0245 0.1214 0.006
H 4.17194 0.51844 2.61518 0.0065 -0.0347 0.0119 0.010
H 1.67924 -1.08746 4.86808 0.0893 0.0549 0.0445 -0.002
H -0.11126 -2.57936 5.78368 0.0234 -0.0437 0.0764 0.001
H -1.94136 -3.29596 4.23348 -0.1037 -0.0383 -0.0156 0.004
H -1.96316 -2.44646 1.92668 0.0528 0.0276 0.0562 0.025
N -2.79376 5.06034 9.01088 -0.1290 0.1775 0.5023 0.000
C -2.50076 4.74804 7.95028 -0.0428 0.0393 0.1788 0.000
C -2.14986 4.32854 6.64138 0.1782 -0.2546 -0.6424 0.000
C -1.81006 2.99304 6.41798 0.0176 0.2290 0.0139 0.000
C -1.50096 2.56354 5.14338 0.0325 0.1146 -0.2043 -0.001
C -1.52096 3.47004 4.08808 -0.1526 0.2567 0.8882 0.001
C -1.83666 4.80744 4.31228 0.1288 -0.1875 -0.1392 0.000
C -2.15636 5.23844 5.58478 0.0142 -0.2068 0.1210 0.000
N -1.28606 3.01274 2.77358 0.2146 -0.2094 -0.3809 0.001
C -1.93316 3.46434 1.66008 -0.1318 -0.0528 -0.6645 0.001
C -1.51596 2.67754 0.63118 -0.2607 0.4006 0.1117 0.009
N -0.60826 1.75164 1.08618 -0.0389 -0.1022 -0.0187 -0.016
C -0.49646 1.99484 2.38258 0.3309 -0.2813 0.0059 0.008
H -1.80156 2.29964 7.24438 -0.0161 -0.0450 0.0615 0.000
H -1.26256 1.52544 4.96568 -0.0292 -0.1098 -0.0138 0.001
H -1.81946 5.51774 3.50118 -0.0009 0.0596 -0.1197 0.000
H -2.41106 6.27254 5.76498 0.0082 0.0229 0.0060 0.000
H -2.62486 4.27984 1.68298 -0.1813 0.1133 0.0538 0.000
H -1.82086 2.72874 -0.39502 -0.0824 0.0157 -0.0979 -0.001
H 0.17654 1.49034 3.05298 0.0027 -0.0480 0.0716 0.000
```
Positions in Å, forces in eV/Å.

Calculated values
Spin multiplicity   7
HOMO-LUMO gap (alpha / beta)   5.98 / 6.20 eV
Energy relative to the best compared isomer or geometry (same formula, charge and spin)   0.0 kcal per mole
Total charge   +2

=====

The following is a DFT calculation (wB97M-V/def2-TZVPD) of C46H41N5PSSn as an isolated structure.

XYZ file:
```
95
Properties=species:S:1:pos:R:3:forces:R:3:nbo_charge:R:1
Sn 0.47940 0.17310 0.50310 0.3841 -0.2068 0.2080 1.290
N -2.49710 -1.30240 -3.20410 -0.1134 -0.0765 -0.5177 -0.799
C -1.93910 -1.44690 -1.98610 1.1919 -0.4636 0.5023 0.338
S -0.30640 -2.24410 -2.15480 -0.1103 0.0686 -0.1355 0.241
N -2.53730 -1.05780 -0.94100 -1.5132 0.2330 -0.5393 -0.394
N -2.04540 -0.75430 0.24810 0.6636 0.3198 1.3406 -0.263
C -2.63800 -1.10040 1.34560 -0.2947 -0.1338 -1.2722 0.266
C -3.88410 -1.88650 1.39690 -0.3684 -0.1824 -0.0543 -0.157
C -4.05630 -2.95120 2.28170 0.0815 0.0751 -0.1981 -0.196
C -5.27060 -3.60630 2.35850 -0.0612 -0.0805 0.0700 -0.216
C -6.33120 -3.20590 1.56180 0.0432 -0.0332 -0.0121 -0.184
C -6.16130 -2.16380 0.66480 -0.1180 -0.0286 0.0057 -0.226
C -4.94720 -1.50960 0.57910 -0.0006 0.1253 0.1595 -0.111
C -2.03170 -0.67430 2.60610 0.1777 0.2297 0.8402 0.157
C -2.69100 -0.82280 3.83400 0.0324 -0.0087 -0.2429 -0.219
C -2.02560 -0.54460 5.01330 0.2520 0.1977 -0.1270 -0.141
C -0.72290 -0.07250 4.95110 -0.2121 -0.1192 0.0577 -0.227
C -0.17040 0.12830 3.70100 0.2317 0.0754 0.2697 0.061
N -0.79360 -0.16150 2.56830 -0.1111 0.1760 -0.1464 -0.529
H -2.15980 -1.86250 -3.96690 -0.0762 -0.0746 0.0115 0.410
H -3.40550 -0.88010 -3.29460 -0.0009 0.0411 0.1419 0.415
H -3.23890 -3.25880 2.91690 0.0264 -0.0294 0.0491 0.218
H -5.39490 -4.41960 3.05740 -0.0185 -0.0854 0.0496 0.223
H -7.28680 -3.69860 1.65190 -0.0874 -0.0700 -0.0469 0.225
H -6.98400 -1.85100 0.04060 -0.0873 0.0507 -0.0503 0.222
H -4.82720 -0.66720 -0.08450 -0.0107 -0.0193 -0.1025 0.219
H -3.71480 -1.15800 3.86860 0.0031 -0.0257 -0.0646 0.246
H -2.51650 -0.68950 5.96420 -0.0527 0.0174 0.0466 0.234
H -0.16030 0.14450 5.84540 0.0705 0.0557 0.0157 0.237
H 0.82540 0.52930 3.59110 0.1352 0.0835 0.0539 0.215
N 2.34740 -0.54540 -1.31510 0.4974 0.1225 -0.5251 -0.881
C 3.11700 -1.71980 -1.07520 0.0225 0.0487 -0.0282 0.232
C 4.47720 -1.69720 -1.37680 0.0335 -0.0237 0.0578 -0.249
C 5.28090 -2.80350 -1.18400 -0.1415 0.0253 0.0508 -0.183
C 4.71060 -3.96240 -0.68440 0.0555 -0.0566 0.0255 -0.221
C 3.37410 -3.97460 -0.33930 0.1170 -0.0561 -0.1460 -0.165
C 2.54360 -2.86120 -0.51040 0.3179 0.1249 -0.1449 -0.133
C 1.18570 -3.02780 0.07240 -0.2606 -0.2009 0.1853 -0.068
C 1.19620 -3.51080 1.38700 0.0245 0.0071 -0.0051 -0.143
C 0.07610 -4.03070 1.99710 -0.0444 -0.1087 0.1208 -0.225
C -1.09830 -4.14500 1.27430 -0.0668 -0.0476 0.0331 -0.204
C -1.16950 -3.60070 0.01090 0.0350 -0.1899 0.0291 -0.211
C -0.06110 -2.99560 -0.56750 -0.1335 0.0052 -0.2278 -0.167
H 1.72920 -0.71130 -2.10810 -0.0916 0.1677 0.2053 0.395
H 2.97350 0.21790 -1.56000 -0.0874 0.0573 -0.0225 0.388
H 4.90170 -0.78080 -1.76270 0.0364 0.0777 -0.0980 0.212
H 6.33310 -2.76560 -1.42240 0.0598 0.0214 -0.0444 0.225
H 5.30560 -4.85150 -0.54770 0.0684 -0.0832 0.0315 0.224
H 2.95300 -4.87550 0.08270 -0.0615 -0.0571 -0.0127 0.221
H 2.13850 -3.51080 1.91490 0.0550 0.0339 0.0643 0.221
H 0.13850 -4.39950 3.01040 0.0114 -0.0680 0.0647 0.224
H -1.95050 -4.67110 1.67200 -0.1038 0.0081 0.1049 0.225
H -2.09210 -3.66630 -0.54810 -0.0479 0.0340 -0.0060 0.232
C 1.05210 5.56180 1.19530 0.0223 0.0634 -0.0474 -0.643
C -0.25630 4.95430 1.59830 -0.0779 -0.0740 0.0865 -0.018
C -1.05620 5.61450 2.52590 0.0026 0.0276 -0.0338 -0.202
C -2.26150 5.09070 2.95620 -0.0395 -0.0738 0.0184 -0.184
C -2.68930 3.85790 2.49080 -0.1272 0.0580 0.0661 -0.209
C -1.91610 3.18980 1.56430 0.0856 -0.0588 -0.0325 -0.218
C -0.72220 3.73550 1.09500 0.0757 -0.2760 -0.0276 -0.292
P -0.04080 2.74510 -0.27510 -0.0966 0.8690 0.0009 0.807
C -0.76620 3.59160 -1.72390 -0.0260 -0.2525 0.0249 -0.277
C -1.10860 4.93880 -1.65190 -0.0135 -0.1014 0.0488 -0.204
C -1.52360 5.61720 -2.78220 -0.0008 0.0720 -0.0567 -0.214
C -1.62030 4.94770 -3.98940 -0.0728 -0.0169 0.0543 -0.179
C -1.31430 3.60000 -4.05750 0.0840 0.0161 -0.0475 -0.205
C -0.87500 2.90770 -2.93830 -0.0950 0.0330 0.0903 -0.021
C -0.53860 1.45170 -3.02520 0.0019 0.0278 0.0177 -0.628
C 1.72830 3.03620 -0.50960 -0.0776 -0.3223 -0.0120 -0.440
C 2.25920 3.69430 -1.61170 0.0752 0.0515 -0.0560 -0.190
C 3.63030 3.74630 -1.78870 -0.0050 0.0860 -0.1432 -0.237
C 4.46450 3.12640 -0.86980 0.0311 -0.0594 0.0617 -0.183
C 3.93440 2.45790 0.21960 0.1768 -0.0302 -0.0575 -0.258
C 2.55960 2.40050 0.42730 -0.0604 0.1184 -0.1293 0.096
C 1.94710 1.68190 1.55610 -0.3412 0.0393 0.1810 -1.046
H 1.08040 6.61470 1.46770 0.0179 0.0361 -0.0004 0.226
H 1.22780 5.46960 0.12600 0.0590 0.0911 0.0186 0.227
H 1.87260 5.05990 1.71020 0.0982 -0.0179 -0.0513 0.232
H -0.73480 6.57690 2.89620 0.0660 0.0850 0.0696 0.218
H -2.86820 5.64820 3.65200 -0.0590 0.0463 0.1204 0.223
H -3.62230 3.43500 2.83130 -0.0808 -0.0367 0.0349 0.220
H -2.22980 2.22760 1.17270 -0.1401 -0.0262 0.0238 0.215
H -1.06270 5.46050 -0.70860 0.0264 0.0574 0.0502 0.223
H -1.76390 6.66670 -2.71920 -0.0686 0.1088 0.0112 0.224
H -1.95670 5.46790 -4.87100 -0.0185 0.0854 -0.1451 0.224
H -1.39760 3.07890 -4.99990 -0.0371 -0.0723 -0.0977 0.215
H -0.84530 1.04230 -3.98470 0.0579 -0.0711 -0.0163 0.228
H -1.04750 0.90270 -2.23030 0.0582 -0.0350 -0.0797 0.220
H 0.53630 1.30400 -2.90180 0.0859 -0.0978 -0.0366 0.216
H 1.60040 4.16590 -2.32880 0.0047 0.0417 -0.0388 0.228
H 4.04820 4.26500 -2.63880 0.0141 0.0296 -0.0593 0.224
H 5.53640 3.16750 -0.99910 0.0776 0.0062 -0.0260 0.223
H 4.59420 1.98040 0.92930 0.0756 -0.0560 0.0946 0.217
H 1.33650 2.36440 2.15600 -0.0180 -0.0595 0.0711 0.217
H 2.71630 1.25600 2.19920 -0.0929 -0.2647 0.0254 0.225
```
Positions in Å, forces in eV/Å.

Calculated values
HOMO-LUMO gap   6.11 eV
Total charge   +1

=====

Largest force on an atom (computed, eV/A): 2.89 1.62